# 1
{
  "formula": "C40H27ClF3N6O10SW",
  "method": "ωB97M-V with the def2-TZVPD basis set",
  "charge": -1,
  "lumo_ev": [1.34, 1.47],
  "e_tot_ev": -104669.477,
  "spin_multiplicity": 1,
  "orbital_gap_ev": [4.4, 4.7],
  "symbols": ["W", "O", "C", "C", "C", "C", "C", "C", "C", "O", "N", "O", "O", "H", "H", "H", "H", "O", "C", "O", "C", "C", "Cl", "N", "N", "C", "C", "O", "O", "C", "C", "C", "C", "C", "C", "H", "H", "H", "H", "H", "H", "O", "S", "O", "N", "C", "C", "C", "C", "C", "C", "C", "C", "N", "C", "C", "C", "C", "C", "C", "C", "H", "H", "H", "H", "H", "H", "H", "H", "H", "H", "H", "C", "H", "H", "F", "C", "F", "F", "C", "C", "C", "N", "C", "C", "H", "H", "H", "H"],
  "positions_angstrom": [[0.187, 1.096, 1.002], [1.833, 1.376, -0.089], [2.278, 1.243, -1.279], [1.696, 0.390, -2.241], [2.311, 0.113, -3.470], [1.805, -0.873, -4.305], [0.669, -1.603, -3.931], [0.006, -1.295, -2.766], [0.466, -0.273, -1.905], [-0.221, 0.068, -0.852], [2.457, -1.171, -5.521], [2.073, -2.146, -6.169], [3.388, -0.452, -5.877], [3.200, 1.772, -1.545], [3.203, 0.645, -3.759], [0.327, -2.394, -4.579], [-0.877, -1.848, -2.479], [0.157, 6.469, -2.371], [-0.762, 5.752, -2.972], [-1.278, 6.099, -4.009], [-1.177, 4.468, -2.328], [-2.234, 3.689, -2.777], [-3.230, 3.958, -4.118], [-2.338, 2.592, -1.983], [-1.368, 2.604, -1.042], [-0.677, 3.734, -1.223], [0.372, 4.103, -0.227], [0.935, 5.207, -0.288], [0.569, 3.246, 0.683], [-3.339, 1.599, -2.094], [-4.666, 1.958, -2.320], [-5.617, 0.971, -2.502], [-5.265, -0.368, -2.450], [-3.952, -0.721, -2.187], [-2.993, 0.257, -2.003], [0.514, 6.046, -1.513], [-4.956, 2.996, -2.353], [-6.642, 1.252, -2.688], [-6.012, -1.130, -2.608], [-3.668, -1.761, -2.124], [-1.976, 0.001, -1.777], [2.346, -1.996, 3.057], [2.023, -1.654, 1.692], [2.897, -0.717, 1.038], [0.527, -0.987, 1.547], [-0.564, -1.792, 1.817], [-0.529, -3.081, 2.343], [-1.709, -3.806, 2.465], [-2.929, -3.277, 2.096], [-3.019, -1.947, 1.650], [-4.228, -1.279, 1.342], [-4.181, 0.057, 0.984], [-2.968, 0.717, 0.902], [-1.783, 0.114, 1.144], [-1.819, -1.202, 1.519], [2.076, -3.212, 0.778], [2.599, -4.337, 1.393], [2.660, -5.529, 0.690], [2.211, -5.585, -0.620], [1.705, -4.450, -1.231], [1.642, -3.256, -0.530], [0.410, -3.495, 2.670], [-1.657, -4.811, 2.856], [-3.828, -3.869, 2.181], [-5.168, -1.801, 1.413], [-5.087, 0.600, 0.760], [-2.923, 1.773, 0.667], [2.949, -4.262, 2.411], [3.057, -6.417, 1.159], [2.264, -6.513, -1.170], [1.363, -4.487, -2.253], [1.264, -2.361, -0.992], [-0.841, 2.054, 2.503], [-1.823, 1.888, 2.961], [-0.415, 2.948, 2.987], [4.584, 1.007, 6.578], [4.971, 1.196, 5.299], [5.741, 2.301, 5.312], [5.820, 0.175, 5.034], [3.825, 1.289, 4.356], [2.651, 0.555, 4.583], [1.623, 0.636, 3.683], [1.667, 1.364, 2.529], [2.789, 2.120, 2.359], [3.858, 2.111, 3.218], [2.556, -0.068, 5.458], [0.690, 0.106, 3.869], [2.789, 2.778, 1.497], [4.716, 2.739, 3.033]],
  "atomic_forces_ev_per_a": [[-1.813, -0.480, 2.096], [2.206, 0.224, -1.895], [-0.390, 0.107, 1.217], [-0.545, -0.217, -0.101], [-0.126, -0.337, -0.150], [-0.109, 0.852, 1.396], [-0.551, -0.016, 0.529], [0.132, -0.396, -0.648], [-0.401, 0.936, 1.250], [0.513, -0.362, -1.327], [0.861, -0.302, -1.329], [0.141, 0.477, 0.296], [-0.376, -0.326, 0.090], [-0.002, -0.110, 0.218], [0.157, 0.047, -0.045], [-0.083, -0.031, -0.042], [-0.050, -0.028, 0.021], [0.316, 0.188, 0.220], [-0.127, -0.224, 0.062], [0.062, 0.195, -0.088], [-0.302, -0.303, -0.118], [0.508, 0.420, 0.154], [-0.159, -0.063, -0.304], [0.452, 1.054, -0.362], [-0.183, 0.624, -0.082], [-0.778, -0.483, -0.356], [-0.020, -0.789, 0.816], [0.046, 0.240, -0.278], [-0.180, 0.947, -0.869], [-0.411, -0.712, -0.012], [0.222, 0.053, 0.218], [-0.052, -0.039, 0.022], [0.004, -0.064, 0.001], [-0.060, 0.086, -0.058], [0.023, 0.241, -0.287], [-0.230, -0.199, -0.148], [0.001, 0.070, 0.028], [-0.110, 0.045, -0.017], [-0.100, -0.086, -0.008], [0.028, -0.116, 0.029], [0.136, -0.009, 0.067], [-0.197, -0.524, -0.003], [0.073, 0.679, -0.135], [0.309, -0.568, -0.134], [0.214, -0.992, -0.066], [0.475, -0.304, 0.026], [0.053, 0.633, -0.087], [-0.662, 0.008, -0.151], [0.197, -0.381, 0.229], [0.217, 0.297, -0.160], [0.381, 0.922, -0.139], [-0.640, -1.221, 0.322], [1.843, -0.012, 0.372], [-1.738, 0.244, 0.293], [0.057, 0.279, -0.139], [-0.096, 0.410, 0.228], [0.017, 0.046, 0.151], [0.040, 0.025, -0.030], [0.004, -0.064, -0.023], [0.000, 0.118, 0.009], [-0.021, 0.053, -0.081], [-0.070, -0.122, 0.062], [-0.044, -0.118, 0.021], [-0.114, -0.029, 0.033], [-0.147, -0.112, 0.014], [-0.044, 0.036, -0.041], [0.146, -0.152, 0.019], [-0.014, -0.028, 0.106], [0.057, -0.042, 0.072], [-0.012, -0.081, -0.031], [-0.043, 0.017, -0.147], [-0.082, 0.045, -0.041], [0.658, -0.718, -0.473], [-0.109, -0.184, -0.497], [0.229, -0.334, -0.070], [-0.313, -0.032, -0.016], [0.746, -0.102, 0.569], [-0.110, 0.218, -0.245], [-0.269, -0.014, -0.271], [-1.067, -0.036, -0.705], [1.161, 0.635, 0.152], [-0.843, 0.485, -0.651], [1.358, 0.599, 1.015], [-0.735, -0.064, -0.377], [0.330, -0.569, 0.981], [-0.078, -0.069, -0.006], [0.306, 0.147, -0.166], [-0.074, -0.219, 0.114], [-0.001, 0.080, -0.111]]
}


# 2
{
  "formula": "C40H28Cl76O5S",
  "method": "ωB97M-V with the def2-TZVPD basis set",
  "lumo_ev": -1.78,
  "e_tot_ev": -1014701.302,
  "spin_multiplicity": 1,
  "orbital_gap_ev": 7.8,
  "symbols": ["C", "C", "C", "O", "O", "C", "C", "C", "C", "C", "C", "C", "C", "C", "C", "O", "C", "O", "C", "S", "C", "C", "C", "C", "C", "C", "O", "H", "H", "H", "H", "H", "H", "H", "H", "H", "H", "H", "H", "H", "H", "H", "H", "H", "H", "H", "H", "H", "H", "H", "H", "H", "H", "H", "H", "C", "Cl", "Cl", "Cl", "Cl", "C", "Cl", "Cl", "Cl", "Cl", "C", "Cl", "Cl", "Cl", "Cl", "C", "Cl", "Cl", "Cl", "Cl", "C", "Cl", "Cl", "Cl", "Cl", "C", "Cl", "Cl", "Cl", "Cl", "C", "Cl", "Cl", "Cl", "Cl", "C", "Cl", "Cl", "Cl", "Cl", "C", "Cl", "Cl", "Cl", "Cl", "C", "Cl", "Cl", "Cl", "Cl", "C", "Cl", "Cl", "Cl", "Cl", "C", "Cl", "Cl", "Cl", "Cl", "C", "Cl", "Cl", "Cl", "Cl", "C", "Cl", "Cl", "Cl", "Cl", "C", "Cl", "Cl", "Cl", "Cl", "C", "Cl", "Cl", "Cl", "Cl", "C", "Cl", "Cl", "Cl", "Cl", "C", "Cl", "Cl", "Cl", "Cl", "C", "Cl", "Cl", "Cl", "Cl"],
  "positions_angstrom": [[-0.006, -3.144, -3.173], [1.159, -2.547, -2.810], [2.015, -1.747, -3.750], [3.058, -2.121, -4.274], [1.532, -0.474, -3.977], [0.618, -0.479, -5.107], [0.516, 0.967, -5.607], [-0.779, 1.667, -5.071], [-0.456, 2.936, -4.267], [-0.089, 2.486, -2.827], [-0.808, 3.297, -1.717], [-0.822, 2.431, -0.483], [-1.925, 1.814, 0.043], [-3.293, 1.926, -0.615], [-3.352, 1.018, -1.835], [-3.848, 1.402, -2.912], [-1.725, 1.014, 1.301], [-2.692, 0.707, 2.021], [-0.333, 0.597, 1.718], [-0.199, -0.635, 3.002], [0.762, 1.169, 1.161], [2.211, 0.878, 1.456], [2.624, -0.604, 1.253], [2.628, 1.478, 2.833], [3.764, 2.513, 2.626], [0.523, 2.266, 0.161], [1.436, 3.057, -0.134], [-0.153, -3.704, -4.093], [-0.838, -3.107, -2.470], [1.519, -2.668, -1.787], [1.024, -1.114, -5.901], [-0.347, -0.877, -4.776], [0.499, 1.006, -6.699], [1.461, 1.448, -5.277], [-1.267, 0.954, -4.404], [-1.449, 1.931, -5.891], [0.411, 3.449, -4.689], [-1.310, 3.615, -4.223], [0.979, 2.607, -2.646], [-0.367, 1.440, -2.664], [-0.239, 4.183, -1.484], [-1.812, 3.616, -1.990], [-3.498, 2.939, -0.954], [-4.102, 1.608, 0.048], [-2.963, -0.022, -1.789], [-0.416, -1.762, 2.296], [2.785, 1.448, 0.722], [3.496, -0.717, 0.608], [1.804, -1.242, 0.922], [2.918, -1.003, 2.229], [2.978, 0.709, 3.523], [1.780, 2.047, 3.230], [3.378, 3.436, 2.182], [4.459, 2.101, 1.887], [4.331, 2.695, 3.541], [-3.601, -3.949, -2.101], [-2.793, -2.470, -1.547], [-4.111, -3.734, -3.778], [-2.483, -5.313, -2.006], [-5.007, -4.271, -1.091], [0.686, 3.820, 5.967], [2.350, 4.382, 5.787], [0.494, 2.317, 5.058], [0.341, 3.522, 7.676], [-0.424, 5.045, 5.342], [5.984, -3.967, -5.319], [4.485, -4.900, -5.324], [6.566, -3.806, -3.656], [7.200, -4.814, -6.287], [5.698, -2.366, -6.004], [5.772, 4.370, 8.609], [5.820, 6.037, 9.189], [6.237, 4.324, 6.901], [6.903, 3.390, 9.552], [4.140, 3.724, 8.782], [-5.276, 4.672, 2.166], [-4.209, 3.263, 2.161], [-6.037, 4.875, 0.579], [-6.536, 4.449, 3.382], [-4.333, 6.117, 2.554], [4.741, 2.973, -4.621], [3.598, 1.637, -4.331], [6.215, 2.266, -5.291], [4.045, 4.120, -5.778], [5.171, 3.830, -3.133], [4.162, 6.786, -0.212], [3.470, 6.012, -1.637], [3.006, 6.699, 1.126], [5.650, 5.945, 0.239], [4.526, 8.479, -0.569], [-8.050, -5.657, -3.268], [-7.993, -3.968, -2.742], [-7.493, -5.773, -4.939], [-7.000, -6.643, -2.238], [-9.708, -6.254, -3.152], [9.409, -0.232, -3.776], [8.559, -1.765, -3.553], [10.888, -0.228, -2.806], [9.823, -0.038, -5.484], [8.363, 1.099, -3.275], [-6.375, -9.869, -6.295], [-7.087, -11.474, -6.100], [-4.743, -10.024, -6.957], [-7.371, -8.913, -7.400], [-6.300, -9.061, -4.727], [4.407, -0.267, 8.413], [3.724, -1.894, 8.512], [5.998, -0.339, 7.645], [3.340, 0.759, 7.446], [4.569, 0.396, 10.043], [-3.604, -3.326, 4.054], [-2.258, -3.507, 5.188], [-5.114, -3.132, 4.959], [-3.338, -1.900, 3.054], [-3.713, -4.769, 3.036], [7.660, 0.342, 1.564], [7.744, 1.987, 2.206], [8.064, 0.362, -0.156], [8.803, -0.690, 2.431], [6.020, -0.285, 1.777], [-4.765, -8.533, 3.880], [-5.103, -10.266, 3.983], [-3.375, -8.144, 4.901], [-4.398, -8.098, 2.208], [-6.172, -7.624, 4.436], [-2.560, -10.466, -0.610], [-2.830, -11.312, -2.137], [-3.687, -11.068, 0.608], [-0.901, -10.740, -0.067], [-2.818, -8.730, -0.849], [8.409, 8.252, 11.676], [7.753, 6.623, 11.849], [9.995, 8.170, 10.901], [7.316, 9.220, 10.676], [8.569, 9.002, 13.268], [-6.458, 3.929, -4.930], [-7.198, 2.340, -4.718], [-4.903, 3.753, -5.753], [-7.517, 4.950, -5.905], [-6.208, 4.685, -3.351], [-6.663, 7.814, -8.743], [-6.494, 9.483, -8.187], [-6.255, 7.721, -10.460], [-5.579, 6.772, -7.819], [-8.334, 7.283, -8.507], [-7.415, -6.060, 7.868], [-6.294, -7.098, 8.756], [-8.644, -7.059, 7.080], [-8.198, -4.939, 8.988], [-6.523, -5.146, 6.645]],
  "atomic_forces_ev_per_a": [[0.810, 0.336, 0.650], [-0.809, -0.350, -0.641], [2.433, -1.410, -1.109], [-2.059, 0.871, 1.149], [-0.038, -0.916, -0.022], [0.238, 0.467, -0.516], [-0.487, 0.032, 0.479], [0.973, 0.496, -0.275], [0.095, -0.898, 0.847], [-0.325, 0.909, 0.157], [0.071, -0.624, 0.339], [-0.992, -0.178, 0.398], [1.226, 0.399, -0.201], [0.516, -0.729, -0.125], [-1.356, 1.174, -2.826], [1.300, -0.957, 2.679], [-1.453, -0.346, 1.107], [1.514, 0.518, -1.567], [0.397, -0.045, -0.754], [0.289, 0.306, 0.263], [-0.599, -0.291, 0.010], [0.387, -0.128, -0.148], [-0.073, -0.069, 0.943], [0.310, 1.042, -0.677], [0.001, -0.641, -0.429], [1.301, 1.537, -0.321], [-1.696, -1.578, 0.570], [-0.285, 1.189, -0.595], [0.897, -1.281, 0.124], [-0.516, 1.212, 0.216], [0.081, -0.109, 0.218], [0.064, -0.027, -0.081], [0.128, -0.211, 0.067], [-1.001, -0.036, -0.335], [-0.404, 0.205, -0.221], [-0.017, -0.276, -0.061], [-0.225, 0.177, -0.204], [0.054, -0.011, -0.144], [0.024, -0.328, -0.030], [0.227, -0.025, -0.236], [0.224, 0.395, 0.013], [-0.045, -0.225, -0.166], [-0.079, 0.010, 0.066], [0.204, -0.013, 0.128], [-0.033, 0.499, 0.291], [-0.096, 0.320, -0.154], [-0.285, 0.016, -0.022], [-0.242, 0.125, -0.224], [0.102, 0.107, -0.278], [-0.050, -0.120, -0.116], [-0.373, -0.048, 0.059], [0.493, -0.648, -0.023], [0.035, -0.003, 0.279], [0.140, 0.119, 0.178], [-0.173, 0.218, -0.009], [-0.163, -0.145, -0.062], [-0.424, -0.043, 0.323], [-0.001, 0.026, 0.028], [-0.009, -0.036, 0.065], [0.303, 0.197, 0.146], [-0.019, 0.025, 0.004], [0.006, 0.028, -0.037], [-0.474, 0.103, 0.558], [0.036, 0.014, -0.032], [0.013, -0.066, 0.008], [-0.078, 0.061, -0.111], [0.056, -0.001, -0.010], [-0.485, -0.540, 0.052], [0.023, 0.024, 0.043], [0.092, -0.073, 0.025], [-0.051, 0.032, -0.004], [-0.095, -0.055, -0.164], [-0.008, -0.017, 0.009], [-0.007, 0.007, -0.021], [0.097, 0.181, 0.120], [0.045, 0.030, 0.068], [-0.175, 0.141, 0.134], [0.101, -0.078, 0.009], [0.000, -0.008, 0.013], [-0.007, 0.004, -0.033], [0.185, -0.302, -0.098], [0.464, 0.501, 0.316], [-0.136, 0.154, -0.319], [-0.056, -0.080, 0.111], [-0.191, -0.391, -0.199], [-0.112, 0.015, 0.026], [-0.140, 0.226, 0.179], [0.056, -0.007, -0.026], [0.007, -0.024, 0.012], [-0.008, -0.049, 0.017], [-0.012, 0.013, -0.035], [-0.078, -0.105, -0.055], [-0.039, 0.105, 0.001], [-0.131, -0.093, -0.040], [0.038, 0.013, -0.006], [0.122, -0.125, 0.073], [0.341, 0.578, -0.106], [0.010, 0.041, 0.006], [-0.014, 0.015, -0.001], [0.228, -0.095, 0.062], [0.012, -0.008, 0.025], [0.012, 0.032, -0.009], [-0.027, 0.003, 0.008], [0.013, -0.009, 0.014], [0.031, -0.094, -0.005], [-0.005, -0.017, -0.033], [0.015, 0.014, -0.017], [-0.022, 0.028, 0.018], [-0.053, -0.143, -0.050], [-0.019, -0.026, -0.028], [-0.030, 0.075, -0.161], [-0.017, -0.023, -0.002], [0.173, 0.196, -0.184], [-0.217, -0.148, 0.133], [-0.009, 0.001, 0.035], [0.050, -0.021, -0.043], [-0.013, 0.002, 0.011], [-0.069, 0.008, 0.164], [-0.026, 0.017, -0.004], [0.066, -0.051, 0.012], [-0.012, 0.067, 0.066], [0.012, 0.021, -0.029], [-0.029, -0.009, -0.004], [-0.036, 0.044, 0.028], [0.065, -0.116, -0.103], [-0.003, -0.069, 0.016], [0.001, 0.039, 0.017], [0.054, -0.058, -0.085], [-0.035, 0.017, -0.011], [-0.023, 0.012, -0.038], [0.014, -0.026, 0.016], [0.121, 0.051, 0.148], [-0.034, 0.005, 0.010], [0.007, -0.010, 0.005], [-0.007, -0.007, -0.037], [-0.054, -0.014, -0.002], [0.051, 0.026, 0.021], [0.033, -0.010, 0.023], [-0.151, -0.147, 0.162], [0.035, -0.025, 0.003], [0.058, 0.005, 0.005], [-0.013, -0.030, -0.010], [-0.018, 0.000, 0.031], [0.119, 0.157, -0.172], [0.012, 0.005, -0.003], [-0.002, -0.002, -0.013], [-0.020, 0.010, -0.030], [0.012, 0.019, 0.013], [0.015, -0.027, -0.023], [-0.172, -0.121, 0.342]]
}